# 1
56
Properties=species:S:1:pos:R:3:forces:R:3:mulliken_charge:R:1 method="wB97M-V/def2-TZVPD" e_lumo_ev=-2.48 e_above_lowest_ev=21.205 total_charge=+1 total_energy_ev=-35545.7275 fmax_ha_per_bohr=0.3738 orbital_gap_ev=8.67
H 2.269608 1.227250 2.088622 0.2 -0.1 -1.0 0.436
H 0.124965 -3.968166 -2.611276 -0.8 0.9 1.8 0.364
H 2.211611 -3.101482 1.024323 0.0 0.2 0.6 0.634
H 3.933935 -0.735096 2.331202 2.6 -1.4 5.6 0.775
H -2.117522 -2.672875 -1.824485 2.1 -1.0 1.7 0.301
C -1.156469 -2.890468 -1.134576 -5.5 4.2 -0.5 -0.171
C 3.446279 -0.477316 1.548817 -4.3 3.9 -12.3 -1.655
H 2.107962 -4.120477 -1.197759 -3.2 2.1 1.7 0.061
C 1.395140 2.324293 0.005553 -2.1 3.8 2.0 1.230
C -1.087591 -2.073436 0.095108 0.4 -0.8 3.0 0.133
C 1.368559 3.354700 -1.173601 -2.2 -7.1 0.5 -1.499
H -1.878574 2.914679 -0.545336 1.0 1.5 -0.6 0.573
H -3.536563 -2.461449 1.745070 -0.2 -1.0 -2.4 0.370
C 2.696878 0.470418 -1.133665 1.7 -2.9 -3.1 0.029
H -1.928061 -0.243767 -1.886695 -0.6 -7.6 -9.7 1.220
H -0.253674 2.132094 1.963185 -1.8 -1.4 -0.3 0.582
H -2.757890 2.003005 0.949951 1.0 -2.0 1.9 0.242
O -4.692958 0.786345 -0.283453 -4.5 7.3 -2.4 -0.469
H 0.175993 0.114427 -0.862391 5.1 -5.5 1.6 0.994
C -2.409742 -0.044410 0.207003 -4.0 -1.6 4.2 2.035
H -3.386341 -3.049087 0.075236 0.7 -3.0 -2.5 0.606
H 2.048016 4.044809 -1.113030 3.6 4.1 0.8 0.812
H -0.055742 5.001585 -1.124058 -0.3 -3.6 -1.5 0.395
C 2.354313 1.241864 0.016028 -1.4 -0.8 -4.9 -0.282
C -0.697056 1.326154 1.198789 0.7 3.6 8.8 -0.975
H 2.074855 3.549761 1.309138 8.8 5.8 0.5 0.402
H -2.646083 1.166372 -1.380831 1.9 -1.8 0.1 0.446
N -0.261484 1.941132 0.101901 4.0 -2.5 -8.8 0.276
C -0.026089 -2.064609 0.939043 3.4 -8.1 -10.7 -0.801
H -0.478384 3.517845 -2.339925 0.3 0.0 -0.7 0.388
C -2.127999 1.066377 1.366657 -2.6 -0.6 -1.9 -1.025
C 3.546597 -0.736116 -1.175786 -6.7 8.8 15.7 -1.453
C -4.001483 -0.013839 0.089909 3.9 -8.9 2.1 -0.068
H 2.337033 0.627699 -2.200267 0.2 0.8 1.6 0.131
O 1.380734 3.087500 1.274359 -8.1 -6.5 -2.0 -0.533
H -0.791714 3.710598 0.684063 -0.2 0.6 -2.3 0.343
C -0.090248 -3.460235 -1.606428 4.3 -1.3 0.2 -0.918
C -0.431921 0.822986 -0.980900 -5.5 6.8 -5.7 -0.913
H 3.766652 -0.965225 -2.011988 3.5 -4.3 -10.3 1.050
N -2.190305 -1.408312 0.893434 0.8 1.0 -5.8 -0.082
H 1.643601 2.719218 -1.967739 0.8 -0.5 -1.4 0.354
C 1.023673 -3.404423 -0.635937 4.5 -5.9 -7.7 -0.100
C -3.394210 -2.187431 0.576499 -2.3 0.8 9.1 -0.984
C 3.906155 -1.061186 0.273559 -10.7 10.6 -1.9 0.468
H 0.127693 -1.657142 1.724602 0.6 5.4 9.9 1.431
C 1.277464 -2.950673 0.530980 -4.6 4.0 2.5 -0.988
C -1.906309 0.219654 -1.128118 1.3 12.5 9.6 -3.058
N -4.495496 -1.353315 0.348098 8.6 4.8 -2.1 -0.083
F 4.745974 -1.805434 0.323350 12.6 -12.0 1.5 -0.251
H -0.156126 0.540795 1.623701 1.3 -1.9 -0.7 0.340
H -0.199962 1.234068 -2.148091 -0.4 -0.7 3.3 0.481
C 2.632099 0.728255 1.160598 2.8 -4.0 9.5 0.020
H -2.405170 0.563571 2.458023 0.6 1.7 -3.1 0.358
C -0.035038 3.660233 -1.375868 2.7 10.0 -4.9 -0.441
H -5.394535 -1.340183 0.398603 -6.8 -1.3 0.6 0.034
C -0.813599 3.277669 -0.401120 -7.2 -5.2 10.8 -0.566

***

# 2
18
Properties=species:S:1:pos:R:3:forces:R:3:mulliken_charge:R:1 method="wB97M-V/def2-TZVPD" e_lumo_ev=-4.99 e_above_lowest_ev=2.011 total_charge=+1 total_energy_ev=-21081.7468 fmax_ha_per_bohr=0.0919 orbital_gap_ev=7.99
H -1.381033 1.306131 -2.135028 0.7 -2.1 0.3 0.246
C 2.017010 -0.166158 0.110449 0.1 2.3 -0.3 0.112
H 0.520025 -2.936637 0.653590 -0.5 -3.1 0.5 0.562
S 3.410751 0.469814 -0.469995 -1.2 -0.6 0.5 -0.180
H 0.246541 1.006733 -2.233531 -2.0 -1.7 0.8 0.259
C 0.588626 -1.936620 0.522097 1.1 4.5 -0.9 -0.086
H 1.247985 1.796981 0.350725 -1.2 -2.5 0.2 0.334
H -0.990327 2.117715 1.123523 0.3 3.0 0.3 0.194
H -0.816693 -0.382841 -2.009451 -0.2 0.1 -1.2 0.214
N -0.664836 0.587888 -1.816039 1.1 3.8 -1.1 -0.718
H -1.333386 -1.016742 -0.253091 -0.7 -0.9 -0.7 0.432
H -2.077680 0.863082 1.468007 -0.8 0.1 0.1 0.243
C -0.331718 0.344480 0.726110 2.5 1.0 -0.5 0.841
H -1.204161 -1.469467 1.497027 -0.5 0.4 -0.1 0.500
C -0.719158 -1.052619 0.611072 2.9 -1.9 0.9 -1.074
N -1.223432 1.194448 1.084717 -0.9 -1.5 0.5 -0.286
N 1.801106 -1.483907 0.369602 -2.1 -1.5 0.1 -0.395
N 0.910375 0.757716 0.400211 1.2 0.6 0.7 -0.199